1.
The following is a DFT calculation (wB97M-V/def2-TZVPD) of a 2-piece molecular cluster, C3H9NO2S overall.

XYZ file:
```
16
Properties=species:S:1:pos:R:3
O 1.37495 -2.64602 -1.89869
C 0.49460 -1.68857 -1.91649
N 0.63075 -0.56721 -1.16702
C -0.43400 0.49836 -1.06380
C -1.58004 0.50534 0.13547
S -2.13014 -1.31046 0.44625
H -0.44403 -1.76710 -2.55306
H 1.35799 -0.50746 -0.49169
H -0.94859 0.48077 -2.15830
H 0.09681 1.49370 -0.99407
H -2.53527 1.01573 -0.20639
H -1.37160 1.12134 1.10955
H -0.84320 -1.76542 1.06377
O 1.81923 1.80261 2.94261
H 2.32402 0.96448 3.11721
H 2.18853 2.36989 3.63466
```

Computed properties:
- total charge = 0
- energy above the lowest of the compared OMol25 structures with the same formula, charge and spin (kJ/mol) = 255.05

Here are the natural (NBO) charges for atoms 1 to 8, given in e:
1. O -0.6355
2. C 0.5108
3. N -0.6166
4. C -0.2395
5. C -0.5280
6. S -0.0929
7. H 0.1426
8. H 0.4052

2.
The following is a DFT calculation (wB97M-V/def2-TZVPD) of C5H6Cl2S as an isolated structure.

XYZ file:
```
14
Properties=species:S:1:pos:R:3
C 0.35174 0.83417 -1.08229
C 0.10057 1.12266 0.16966
C -0.31066 0.24490 1.35340
C -1.55942 -0.66429 1.19026
C 0.65492 -0.86038 1.94911
H -0.18515 2.11481 0.31709
H -0.52176 0.97793 2.15705
H -1.45673 -1.18372 0.22392
H -2.54145 -0.13261 1.22519
H 1.33982 -1.39556 1.24622
H 1.31460 -0.53982 2.76449
S -0.85259 -1.76444 2.49630
Cl 0.35312 2.10216 -2.28319
Cl 0.83919 -0.67112 -1.79656
```

Computed properties:
- total charge = 0
- energy above the lowest of the compared OMol25 structures with the same formula, charge and spin (kJ/mol) = 164.75

Here are the natural (NBO) charges for atoms 1 to 8, given in e:
1. C -0.0542
2. C -0.2448
3. C -0.2505
4. C -0.4976
5. C -0.5047
6. H 0.2257
7. H 0.2202
8. H 0.2093

E_tot for the records above, in order: -723.071207, -1512.631219 Eh
Strongest force on any atom for the records above, in order: 5.37, 2.31 eV/A